<w>
Formula: CH8O5
Source: the Open Molecules 2025 dataset
Level of theory: ωB97M-V/def2-TZVPD

Geometry (Å):
O  -3.08232  -0.31698  1.93466
C  -2.26597  -0.80477  1.19825
O  -1.23244  -0.14473  0.68643
H  -2.38975  -1.86900  0.93529
H  -0.69072  -0.89004  0.25444
O  0.50474  -1.62333  -0.65960
H  1.28169  -1.08888  -0.47198
H  0.25366  -1.45264  -1.57068
O  2.46516  0.41512  -0.69326
H  2.91803  0.67192  -1.48615
H  1.68232  0.97027  -0.52894
O  0.29911  2.08158  -0.26263
H  0.78347  2.33923  0.54557
H  -0.52699  1.71227  0.11859

SMILES = O=CO.O.O.O
HOMO level = -10.5 eV

<x>
Formula: CH8O5
Source: the Open Molecules 2025 dataset
Level of theory: ωB97M-V/def2-TZVPD

Geometry (Å):
O  1.36390  2.03872  0.17673
C  1.11433  1.27539  -0.71315
O  -0.10852  1.21565  -1.25142
H  1.89009  0.63409  -1.15137
H  -0.23974  0.34888  -1.67850
O  -0.68653  -1.85517  -1.76363
H  -0.08326  -2.55636  -1.50732
H  -1.58775  -2.17894  -1.77163
O  -2.07326  -2.34776  0.60689
H  -2.99786  -2.08035  0.55514
H  -1.59324  -1.52285  0.74196
O  1.12992  0.68015  2.69881
H  0.91168  1.17666  1.89327
H  0.34802  0.80688  3.24713

SMILES = O=CO.O.O.O
HOMO level = -11.0 eV

Name the least stable of them. <x>.